No. 1
Computed, not measured: a 4-piece molecular cluster, C23H32BrO12P overall, with the ωB97M-V functional and the def2-TZVPD basis.

Values from the calculation:
HOMO energy	-9.34	eV

Atoms and positions in Å:
C  3.213976  1.972698  -0.706094
C  2.050756  1.052753  -1.119453
C  2.202235  -0.303464  -0.440298
C  0.715424  1.729441  -0.813418
C  -0.488093  0.985354  -1.374846
C  -1.804570  1.652872  -1.114581
C  -2.011405  2.961403  -0.958948
C  -3.381569  3.490287  -0.743766
O  -3.704125  4.618147  -1.046861
C  -4.376299  2.547650  -0.141852
C  -4.199684  1.239748  -0.288050
P  -5.248800  -0.182176  0.239629
O  -6.273783  -0.284713  -1.040382
Br  -6.624304  0.876004  1.633801
C  -3.013477  0.772756  -1.064489
O  -3.064712  -0.294726  -1.645843
H  4.056991  1.362068  -0.382907
H  3.543735  2.587119  -1.543041
H  2.911540  2.634630  0.107588
H  2.086474  0.936995  -2.203841
H  3.103883  -0.801961  -0.797720
H  1.357399  -0.970848  -0.615740
H  2.309247  -0.166352  0.640270
H  0.604225  1.841035  0.271695
H  0.747304  2.735793  -1.238687
H  -0.362526  0.846771  -2.453551
H  -0.549505  -0.016128  -0.944251
H  -1.214559  3.690647  -1.021800
H  -5.225109  2.981347  0.372378
H  -5.967043  -0.975948  -1.639449
C  4.456971  -1.583095  -5.387497
C  3.040062  -1.121462  -5.594255
C  2.746342  -0.375820  -6.883336
O  1.674849  0.494515  -6.497648
C  1.776040  0.715455  -5.167990
O  1.158696  1.529930  -4.560418
O  2.687213  -0.118185  -4.620323
H  4.606190  -1.884655  -4.351893
H  4.665788  -2.438866  -6.030023
H  5.164571  -0.786023  -5.616617
H  2.334077  -1.948389  -5.472167
H  2.420800  -1.005530  -7.706149
H  3.596944  0.236690  -7.192220
C  -8.603175  -0.675818  4.423828
C  -7.493418  -1.479665  5.041546
C  -7.887633  -2.779386  5.717242
O  -6.884899  -2.914326  6.728978
C  -6.427638  -1.674593  7.036315
O  -5.715335  -1.425149  7.952145
O  -6.901247  -0.770641  6.148992
H  -8.249582  0.325381  4.186072
H  -8.932603  -1.148640  3.498425
H  -9.454298  -0.586242  5.100108
H  -6.696710  -1.662002  4.313782
H  -7.864913  -3.650131  5.068073
H  -8.864399  -2.697225  6.201015
C  7.535770  -0.677525  3.500985
C  6.591436  -0.472351  2.347932
C  6.170419  -1.714809  1.586053
O  5.932515  -1.200488  0.271919
C  6.687449  -0.082476  0.114352
O  6.843623  0.486212  -0.915331
O  7.227387  0.284142  1.297866
H  7.949520  0.277179  3.821524
H  7.003111  -1.120967  4.342538
H  8.359925  -1.333093  3.218380
H  5.707035  0.091163  2.659932
H  5.264700  -2.185883  1.957744
H  6.980779  -2.446455  1.534645

Force components x, y, z for each atom (eV/Å):
C -0.19 -0.24 -0.17
C 0.03 0.25 -0.02
C -0.04 0.00 -0.01
C -0.03 0.05 -0.02
C -0.01 -0.11 0.03
C -0.08 -0.04 0.03
C -0.06 0.04 0.03
C -0.05 0.09 0.04
O 0.12 -0.08 0.19
C 0.05 0.03 0.08
C 0.00 -0.01 -0.03
P 0.01 -0.06 -0.07
O 0.12 0.09 0.05
Br -0.02 0.06 -0.02
C -0.05 -0.04 -0.19
O 0.06 -0.03 0.21
H 0.14 0.17 0.01
H 0.01 0.09 0.05
H 0.10 -0.03 0.10
H 0.06 -0.23 -0.01
H 0.03 -0.03 0.01
H 0.01 0.00 -0.02
H -0.05 -0.03 0.03
H -0.01 0.04 0.01
H 0.03 0.03 0.02
H -0.02 -0.01 0.00
H 0.03 -0.03 -0.07
H -0.03 0.04 -0.10
H -0.07 0.04 -0.10
H -0.01 -0.10 -0.05
C 0.04 0.07 0.01
C -0.05 -0.01 -0.02
C 0.05 0.02 0.00
O 0.01 0.03 -0.01
C 0.08 0.01 0.07
O -0.09 0.02 -0.03
O -0.05 -0.04 0.02
H -0.02 -0.04 -0.01
H 0.01 0.01 -0.01
H -0.01 0.01 0.01
H 0.03 -0.02 0.03
H -0.06 0.00 0.02
H 0.01 -0.03 -0.03
C -0.10 0.06 0.08
C 0.07 -0.04 -0.02
C -0.04 0.02 0.01
O -0.03 -0.01 0.03
C 0.01 0.01 0.00
O -0.01 -0.01 0.00
O 0.03 0.00 -0.02
H 0.02 -0.01 -0.04
H -0.01 0.00 0.00
H 0.03 -0.03 0.03
H -0.01 0.04 -0.02
H 0.06 0.00 0.00
H -0.02 -0.02 -0.04
C 0.07 -0.02 -0.03
C -0.05 0.00 -0.02
C 0.00 -0.02 0.01
O 0.05 0.01 -0.04
C -0.03 -0.03 0.01
O 0.00 -0.03 -0.02
O -0.03 0.04 0.01
H -0.04 0.01 0.02
H 0.01 -0.02 0.00
H 0.00 0.01 -0.01
H 0.02 0.02 0.02
H -0.03 0.04 -0.02
H -0.01 -0.02 0.04



No. 2
Computed, not measured: C23H32ClGe2Tl as an isolated structure at a distorted geometry, with the ωB97M-V functional and the def2-TZVPD basis.

Values from the calculation:
HOMO energy	-6.87	eV

Atoms and positions in Å:
Tl  3.231689  0.148552  -0.177738
C  -0.466244  -1.940910  -3.837921
C  0.531889  -1.770412  -2.703224
Ge  0.348543  0.058633  -1.856602
C  1.439196  1.361220  -2.967549
C  0.642829  1.937124  -4.127540
C  -1.548307  0.635613  -1.907479
C  -1.910275  0.999782  -0.669783
Ge  -0.296702  0.679540  0.512665
C  -0.379676  -0.812120  1.882929
C  -1.611298  -0.903136  2.770080
C  0.643015  2.300958  1.315619
C  -0.165812  3.095751  2.328544
C  -3.207917  1.471172  -0.227917
C  -3.388160  1.714215  1.131921
C  -4.607212  2.112506  1.636776
C  -5.678279  2.284137  0.776069
C  -5.515424  2.067830  -0.582893
C  -4.293011  1.667318  -1.085811
H  -0.364089  -2.921476  -4.298329
H  -0.312730  -1.190375  -4.609627
H  -1.482066  -1.843250  -3.460922
H  1.553971  -1.888711  -3.062880
H  0.365662  -2.536704  -1.946627
H  2.331364  0.853901  -3.334864
H  1.772464  2.175347  -2.319852
H  0.324863  1.152888  -4.810450
H  1.238323  2.651997  -4.694141
H  -0.243213  2.448076  -3.756768
H  -2.227286  0.673231  -2.747025
H  0.516340  -0.696458  2.489314
H  -0.276865  -1.743687  1.327526
H  -1.726577  -0.016367  3.391056
H  -1.517628  -1.763617  3.432143
H  -2.507944  -1.029830  2.166401
H  0.943888  2.960542  0.500030
H  1.549778  1.912230  1.783115
H  -1.008582  3.583017  1.845238
H  0.456890  3.863901  2.789377
H  -0.543482  2.453062  3.123495
H  -2.536781  1.574466  1.783553
H  -4.723152  2.283318  2.697127
H  -6.639840  2.579398  1.161957
H  -6.352777  2.208269  -1.251941
H  -4.179707  1.503092  -2.145453
Cl  3.758104  -5.913105  0.199558
C  3.720975  -4.293253  0.835471
C  4.640322  -3.361538  0.396186
C  4.598563  -2.065673  0.890884
C  3.648466  -1.675171  1.882361
C  3.553546  -0.311334  2.305108
C  2.745385  -2.678371  2.308215
C  2.776256  -3.952107  1.802528
H  5.390408  -3.642385  -0.328509
H  5.416232  -1.387141  0.647268
H  4.514592  0.200911  2.385779
H  2.949887  -0.146489  3.188018
H  2.028962  -2.429390  3.078323
H  2.078634  -4.698989  2.147210

Force components x, y, z for each atom (eV/Å):
Tl -0.06 0.11 0.38
C 0.03 0.08 0.09
C 0.09 0.50 0.62
Ge -0.14 0.12 -0.68
C -0.22 -0.33 0.49
C -0.04 -0.04 0.07
C 0.60 -0.16 0.10
C 1.01 -0.31 0.29
Ge 0.30 -0.03 -0.01
C -0.02 0.52 -0.60
C 0.06 0.07 -0.10
C -0.35 -0.64 -0.43
C 0.00 -0.09 0.00
C -0.58 0.24 0.35
C 0.13 -0.05 -0.21
C -0.17 0.07 0.11
C -0.03 0.00 0.11
C -0.06 0.00 -0.09
C 0.12 -0.01 0.12
H -0.03 -0.10 -0.08
H -0.07 0.07 -0.14
H -0.14 0.00 -0.09
H 0.08 0.04 0.04
H 0.05 -0.02 0.08
H 0.06 -0.07 0.08
H 0.06 -0.03 0.07
H -0.10 -0.04 -0.13
H 0.01 0.07 -0.07
H -0.13 0.07 -0.09
H -0.18 0.03 -0.23
H 0.17 0.04 -0.02
H 0.12 -0.03 -0.09
H -0.11 0.06 0.06
H -0.10 -0.04 0.08
H -0.15 0.02 0.08
H 0.06 -0.08 -0.12
H 0.03 -0.08 -0.05
H -0.15 0.08 0.06
H -0.05 0.05 0.04
H -0.07 0.02 0.10
H -0.03 0.01 0.18
H -0.03 0.02 0.08
H -0.15 0.08 0.06
H -0.04 0.01 -0.05
H 0.02 -0.04 -0.14
Cl -0.02 -0.05 -0.02
C 0.15 0.09 -0.09
C -0.17 -0.29 -0.03
C -0.03 0.07 0.60
C 0.37 -0.53 -0.33
C 0.31 0.35 -0.14
C 0.01 0.32 -0.04
C 0.13 -0.11 -0.23
H 0.05 -0.05 -0.03
H -0.14 -0.05 -0.05
H -0.06 -0.01 -0.03
H -0.27 0.18 -0.05
H -0.08 0.01 0.04
H -0.07 -0.09 0.07



No. 3
Computed, not measured: C23H32IrN7O3PS as an isolated structure at a distorted geometry, with the ωB97M-V functional and the def2-TZVPD basis.

Values from the calculation:
net charge	+3
HOMO energy	-16.81	eV

Atoms and positions in Å:
Ir  -0.619212  -0.118069  -1.061693
N  3.685123  -0.469048  -1.371144
C  2.421786  -0.430383  -1.732329
N  1.423016  -0.587923  -0.888291
C  1.693159  -0.843915  0.452995
N  0.706391  -1.109889  1.267182
N  -0.515249  -0.923909  0.675095
C  -1.597115  -1.384361  1.194007
C  -2.828522  -1.037899  0.488785
C  -4.097604  -1.244027  0.988647
C  -5.189104  -0.815699  0.238142
C  -4.969302  -0.205693  -0.985060
C  -3.668641  -0.050311  -1.442298
N  -2.618987  -0.463561  -0.727337
C  3.060556  -0.818754  0.913971
C  3.407042  -0.957680  2.265128
C  4.728011  -0.870287  2.640193
C  5.722727  -0.647083  1.680170
C  5.404692  -0.525693  0.342561
C  4.069858  -0.611356  -0.029193
H  4.403743  -0.390492  -2.079840
H  2.200231  -0.298594  -2.784013
H  -1.563484  -1.975238  2.100529
H  -4.227650  -1.714797  1.954218
H  -6.195508  -0.954113  0.610980
H  -5.790750  0.155310  -1.588364
H  -3.459719  0.392484  -2.407010
H  2.627537  -1.130958  2.994260
H  5.002008  -0.970522  3.681276
H  6.755707  -0.560065  1.989738
H  6.176901  -0.364159  -0.399508
C  -3.112883  4.128622  0.290380
C  -2.233873  3.938170  -0.913113
O  -0.895448  3.461019  -0.493159
P  -0.249383  2.062004  -0.493990
O  0.755236  2.047509  0.711278
C  0.298692  2.148772  2.112763
C  0.812579  3.424121  2.723672
O  0.688968  2.022040  -1.771592
C  1.887363  2.819128  -2.112315
C  1.545771  4.234657  -2.500784
H  -4.093473  4.471962  -0.040649
H  -2.700510  4.880518  0.961205
H  -3.244501  3.196184  0.844293
H  -2.029349  4.874498  -1.424100
H  -2.647884  3.238710  -1.639426
H  0.691969  1.264357  2.609313
H  -0.794204  2.105503  2.140278
H  1.899827  3.465845  2.673569
H  0.513391  3.463986  3.771503
H  0.402452  4.297773  2.218192
H  2.327614  2.280210  -2.948143
H  2.555378  2.776770  -1.251540
H  0.819148  4.251508  -3.312654
H  2.453613  4.730872  -2.845412
H  1.154601  4.799428  -1.655807
S  -0.395375  -2.634450  -1.990692
C  -0.799815  -4.057175  -1.109527
N  0.093477  -4.903467  -0.624651
C  -0.520430  -6.125775  -0.080383
C  -2.030101  -5.812558  -0.194781
N  -2.026731  -4.495791  -0.855705
H  1.081829  -4.788330  -0.773329
H  -0.201951  -6.285980  0.946540
H  -0.230833  -6.991618  -0.672249
H  -2.518783  -5.748612  0.774991
H  -2.559040  -6.544555  -0.800483
H  -2.844977  -4.069156  -1.255285

Force components x, y, z for each atom (eV/Å):
Ir -0.62 -3.09 0.03
N 0.07 -0.09 0.11
C -0.10 -0.11 -0.05
N 0.42 1.45 0.32
C -0.11 -0.20 -0.06
N -0.14 0.22 -0.11
N 0.11 -0.58 0.53
C -0.27 0.29 0.12
C 0.27 -0.20 -0.16
C -0.03 -0.06 -0.03
C 0.01 0.01 0.03
C -0.03 -0.07 -0.04
C -0.02 -0.20 0.01
N -0.49 1.17 0.10
C -0.11 -0.14 -0.02
C -0.01 -0.01 0.00
C -0.01 0.01 0.00
C 0.00 0.01 0.01
C 0.02 -0.03 -0.01
C 0.02 0.05 -0.12
H 0.00 0.00 -0.02
H -0.01 0.10 0.02
H 0.03 0.15 0.10
H -0.01 0.00 -0.01
H 0.01 0.02 0.01
H 0.00 -0.04 -0.02
H 0.02 0.07 0.03
H 0.02 0.01 0.01
H 0.01 0.00 -0.01
H 0.00 -0.04 -0.01
H -0.01 0.01 0.01
C 0.02 -0.02 0.05
C 0.04 0.03 -0.05
O -1.04 -0.10 0.49
P 2.13 -0.42 -0.85
O -0.25 0.16 0.26
C 0.02 0.17 0.07
C -0.02 0.04 -0.03
O 0.28 0.44 -0.47
C -0.15 0.25 0.05
C -0.06 -0.01 0.06
H 0.00 0.01 0.02
H 0.00 -0.01 0.00
H -0.03 -0.01 -0.03
H 0.04 0.01 0.00
H 0.07 -0.10 0.03
H 0.03 -0.03 -0.04
H 0.00 0.00 -0.06
H 0.00 -0.01 0.02
H 0.02 0.00 0.00
H 0.00 -0.01 0.00
H 0.00 -0.03 0.00
H -0.02 -0.03 0.02
H 0.03 0.00 -0.02
H -0.01 0.00 -0.01
H 0.02 0.01 0.00
S 0.16 0.72 -0.62
C -0.30 0.21 0.54
N 0.03 -0.04 -0.07
C 0.00 -0.03 -0.05
C 0.02 -0.01 0.00
N -0.08 0.02 0.07
H 0.01 0.03 -0.02
H -0.01 0.03 0.02
H 0.00 0.01 -0.02
H 0.02 0.00 0.02
H 0.00 0.02 -0.03
H 0.03 0.00 -0.09



No. 4
Computed, not measured: C23H32N4O2 in the gas phase, with the ωB97M-V functional and the def2-TZVPD basis.

Values from the calculation:
HOMO energy	-8.38	eV

Atoms and positions in Å:
C  7.832186  3.061038  0.221284
C  7.492342  1.939079  -0.757379
N  6.126266  1.515175  -0.612398
C  5.616164  0.692806  0.324298
C  4.254117  0.628278  0.110207
C  3.241595  -0.166256  0.864313
N  3.452756  -1.594986  0.668696
C  2.682659  -2.432169  1.562977
C  1.184807  -2.487895  1.224065
C  1.023727  -2.950247  -0.227501
O  -0.326068  -3.148010  -0.627468
C  -1.248659  -2.159390  -0.753964
C  -1.094207  -0.804524  -0.475314
C  -2.152313  0.070519  -0.652476
C  -3.385192  -0.374684  -1.107190
C  -4.500630  0.579586  -1.389013
O  -4.948281  0.707785  -2.515491
N  -4.946936  1.319637  -0.344382
C  -4.670959  1.055834  1.047546
C  -5.932316  0.546489  1.751397
C  -7.069997  1.549779  1.583461
C  -7.305777  1.811519  0.098356
C  -6.008631  2.281964  -0.557020
C  -3.536308  -1.725103  -1.407032
C  -2.491305  -2.601667  -1.222814
C  1.843402  -2.081224  -1.185302
C  3.301836  -2.035798  -0.703510
C  4.046905  1.466703  -0.997493
N  5.182007  1.994342  -1.413372
H  7.707248  2.723090  1.247509
H  8.861431  3.378954  0.080569
H  7.176064  3.911201  0.053015
H  7.608712  2.290528  -1.784630
H  8.149127  1.079991  -0.592756
H  6.230952  0.207525  1.054439
H  3.352081  0.028027  1.936319
H  2.237483  0.172818  0.561585
H  3.100821  -3.442448  1.500376
H  2.819842  -2.071331  2.585211
H  0.678403  -3.192043  1.886453
H  0.737701  -1.506972  1.379655
H  1.424141  -3.973347  -0.289243
H  -0.160552  -0.399654  -0.122686
H  -2.005840  1.121076  -0.443967
H  -3.872727  0.318355  1.132236
H  -4.340718  1.989201  1.521229
H  -5.715993  0.384353  2.808503
H  -6.220610  -0.410231  1.310792
H  -7.979889  1.167334  2.049289
H  -6.805228  2.486177  2.081145
H  -8.079179  2.568080  -0.039932
H  -7.635819  0.892115  -0.388853
H  -6.136204  2.394771  -1.634884
H  -5.698979  3.241606  -0.126298
H  -4.482522  -2.079962  -1.786621
H  -2.601389  -3.651512  -1.444747
H  1.798573  -2.507530  -2.188609
H  1.445975  -1.069201  -1.241294
H  3.734708  -3.039371  -0.769697
H  3.882493  -1.370679  -1.345595
H  3.126706  1.700521  -1.496005

Force components x, y, z for each atom (eV/Å):
C -0.05 -0.17 -0.17
C 0.47 0.39 0.09
N -0.33 -0.41 0.16
C -0.35 -0.07 -0.03
C 0.05 0.15 0.08
C 0.17 -0.08 0.02
N 0.13 0.03 0.12
C -0.18 -0.03 0.09
C 0.05 -0.15 -0.19
C 0.40 0.20 0.15
O -0.22 -0.02 -0.06
C -0.31 -0.04 -0.09
C 0.36 -0.07 0.09
C -0.31 -0.10 -0.12
C 0.23 -0.04 -0.13
C 0.15 0.02 -0.03
O -0.10 -0.16 -0.23
N -0.02 0.25 0.09
C 0.00 -0.39 0.39
C 0.11 0.31 0.07
C -0.10 -0.28 -0.13
C 0.18 0.20 0.15
C -0.32 0.08 -0.39
C 0.02 0.16 0.06
C 0.20 -0.04 0.06
C -0.03 -0.20 0.16
C -0.04 -0.01 -0.19
C 0.18 -0.15 0.33
N 0.08 0.55 -0.70
H 0.01 0.00 0.10
H 0.12 0.06 0.02
H -0.04 0.08 0.00
H -0.02 -0.16 0.10
H -0.10 0.05 -0.10
H 0.18 -0.12 0.16
H -0.15 -0.01 -0.06
H 0.00 0.02 0.08
H -0.02 -0.02 0.09
H 0.02 -0.08 -0.01
H -0.04 0.01 0.02
H -0.05 0.01 0.02
H 0.00 0.20 0.03
H 0.10 -0.03 0.02
H 0.01 0.09 0.05
H -0.08 0.18 0.03
H 0.05 -0.06 0.01
H 0.02 -0.06 0.02
H 0.02 -0.08 0.01
H -0.01 0.07 0.06
H -0.02 0.05 0.06
H -0.04 -0.01 -0.05
H -0.04 -0.02 -0.07
H 0.05 0.08 0.17
H -0.02 -0.01 -0.02
H -0.08 -0.04 -0.07
H -0.01 -0.12 -0.02
H -0.02 0.03 -0.04
H -0.04 0.03 -0.04
H 0.02 0.01 -0.08
H 0.02 -0.14 -0.01
H -0.21 0.06 -0.13